# 1
{
  "formula": "C60H120O45",
  "method": "ωB97M-V/def2-TZVPD",
  "species": ["C", "C", "O", "C", "O", "O", "C", "H", "H", "H", "H", "H", "H", "H", "H", "C", "C", "O", "C", "O", "O", "C", "H", "H", "H", "H", "H", "H", "H", "H", "C", "C", "O", "C", "O", "O", "C", "H", "H", "H", "H", "H", "H", "H", "H", "C", "C", "O", "C", "O", "O", "C", "H", "H", "H", "H", "H", "H", "H", "H", "C", "C", "O", "C", "O", "O", "C", "H", "H", "H", "H", "H", "H", "H", "H", "C", "C", "O", "C", "O", "O", "C", "H", "H", "H", "H", "H", "H", "H", "H", "C", "C", "O", "C", "O", "O", "C", "H", "H", "H", "H", "H", "H", "H", "H", "C", "C", "O", "C", "O", "O", "C", "H", "H", "H", "H", "H", "H", "H", "H", "C", "C", "O", "C", "O", "O", "C", "H", "H", "H", "H", "H", "H", "H", "H", "C", "C", "O", "C", "O", "O", "C", "H", "H", "H", "H", "H", "H", "H", "H", "C", "C", "O", "C", "O", "O", "C", "H", "H", "H", "H", "H", "H", "H", "H", "C", "C", "O", "C", "O", "O", "C", "H", "H", "H", "H", "H", "H", "H", "H", "C", "C", "O", "C", "O", "O", "C", "H", "H", "H", "H", "H", "H", "H", "H", "C", "C", "O", "C", "O", "O", "C", "H", "H", "H", "H", "H", "H", "H", "H", "C", "C", "O", "C", "O", "O", "C", "H", "H", "H", "H", "H", "H", "H", "H"],
  "positions_angstrom": [[-1.682, -11.205, 5.077], [-2.364, -12.547, 4.970], [-3.469, -12.684, 5.816], [-4.693, -12.169, 5.469], [-4.915, -11.332, 4.588], [-5.455, -12.622, 6.393], [-6.851, -12.289, 6.278], [-1.098, -11.119, 5.994], [-2.401, -10.387, 5.048], [-1.055, -11.084, 4.194], [-1.633, -13.311, 5.237], [-2.715, -12.641, 3.942], [-7.226, -12.798, 5.391], [-6.947, -11.205, 6.338], [-7.483, -12.572, 7.120], [6.342, -5.606, 8.359], [5.016, -6.350, 8.106], [4.363, -5.974, 6.921], [3.797, -4.747, 6.753], [3.875, -3.731, 7.436], [3.131, -4.806, 5.617], [2.282, -3.684, 5.185], [6.966, -5.459, 7.477], [6.886, -6.170, 9.117], [6.152, -4.592, 8.712], [4.268, -6.203, 8.886], [5.177, -7.424, 8.007], [1.659, -3.441, 6.046], [1.746, -4.041, 4.306], [2.832, -2.786, 4.902], [8.415, -7.847, 4.290], [7.680, -6.533, 4.057], [6.349, -6.845, 3.643], [5.705, -5.895, 3.030], [6.147, -4.879, 2.587], [4.488, -6.334, 2.853], [3.547, -5.570, 2.083], [9.279, -7.861, 4.954], [8.690, -8.290, 3.333], [7.754, -8.609, 4.703], [8.228, -5.996, 3.282], [7.620, -6.048, 5.031], [3.835, -5.405, 1.044], [3.394, -4.597, 2.549], [2.578, -6.070, 2.109], [1.894, 3.427, 0.738], [1.362, 2.853, -0.548], [0.856, 1.502, -0.336], [-0.460, 1.273, -0.442], [-1.337, 2.124, -0.572], [-0.674, -0.075, -0.371], [-1.929, -0.644, -0.517], [2.779, 2.867, 1.042], [1.198, 3.289, 1.566], [1.971, 4.509, 0.633], [2.092, 2.747, -1.350], [0.626, 3.503, -1.022], [-2.113, -1.334, 0.307], [-1.904, -1.278, -1.403], [-2.725, 0.095, -0.429], [4.267, -12.785, 9.077], [5.493, -12.927, 8.171], [5.327, -12.258, 6.878], [5.476, -10.939, 6.685], [5.824, -10.110, 7.567], [5.191, -10.729, 5.437], [4.977, -9.410, 4.909], [3.467, -13.335, 8.581], [3.878, -11.774, 9.199], [4.452, -13.239, 10.050], [5.754, -13.971, 7.998], [6.245, -12.442, 8.793], [3.975, -8.984, 4.944], [5.213, -9.557, 3.855], [5.648, -8.695, 5.385], [0.983, 0.808, 3.783], [2.490, 1.125, 3.733], [3.228, 0.690, 2.565], [3.303, -0.594, 2.201], [2.604, -1.490, 2.648], [4.208, -0.671, 1.224], [4.730, -1.904, 0.859], [0.782, -0.262, 3.832], [0.446, 1.233, 2.935], [0.626, 1.117, 4.766], [2.956, 0.630, 4.585], [2.662, 2.177, 3.961], [5.605, -1.687, 0.246], [3.992, -2.406, 0.234], [5.094, -2.484, 1.708], [0.992, -6.924, 8.353], [-0.464, -7.267, 8.757], [-1.186, -7.447, 7.515], [-2.469, -7.615, 7.444], [-3.243, -7.587, 8.396], [-2.708, -8.104, 6.251], [-3.984, -8.539, 5.839], [1.151, -5.923, 7.951], [1.274, -7.677, 7.618], [1.665, -6.881, 9.210], [-1.035, -6.496, 9.275], [-0.610, -8.214, 9.278], [-4.717, -7.755, 6.029], [-4.287, -9.458, 6.340], [-4.108, -8.779, 4.783], [1.933, -12.443, 3.804], [2.399, -12.907, 5.177], [2.270, -14.287, 5.345], [1.283, -14.789, 6.113], [0.407, -14.091, 6.593], [1.510, -16.085, 6.335], [0.774, -16.791, 7.306], [0.899, -12.768, 3.695], [2.581, -12.636, 2.949], [1.865, -11.362, 3.921], [1.926, -12.377, 6.004], [3.446, -12.607, 5.222], [-0.294, -16.590, 7.227], [0.835, -17.879, 7.281], [0.933, -16.468, 8.335], [-4.976, -5.220, 5.855], [-5.239, -3.749, 5.742], [-5.261, -3.242, 7.117], [-5.173, -1.875, 7.293], [-5.090, -1.107, 6.347], [-5.403, -1.526, 8.606], [-5.216, -0.200, 9.034], [-4.212, -5.597, 6.535], [-4.768, -5.737, 4.919], [-5.929, -5.655, 6.154], [-6.155, -3.499, 5.207], [-4.470, -3.189, 5.210], [-5.448, 0.007, 10.079], [-5.807, 0.403, 8.345], [-4.221, 0.235, 8.944], [-0.297, -10.247, 0.259], [-0.512, -11.802, 0.085], [-1.295, -11.933, -1.104], [-2.107, -12.916, -1.260], [-2.252, -13.850, -0.466], [-2.727, -12.696, -2.481], [-3.767, -13.564, -2.834], [0.079, -9.742, -0.631], [0.286, -10.097, 1.168], [-1.309, -9.848, 0.332], [-1.036, -12.215, 0.946], [0.306, -12.513, -0.030], [-4.101, -13.349, -3.849], [-4.529, -13.424, -2.068], [-3.395, -14.578, -2.686], [0.902, -8.501, 3.655], [-0.068, -7.621, 4.399], [-0.345, -6.547, 3.539], [-0.941, -5.410, 3.986], [-1.424, -5.278, 5.104], [-0.606, -4.382, 3.141], [-0.975, -3.024, 3.377], [1.748, -7.925, 3.281], [0.472, -8.962, 2.766], [1.231, -9.319, 4.296], [0.352, -7.267, 5.340], [-0.954, -8.234, 4.569], [-1.938, -3.006, 3.887], [-0.946, -2.500, 2.422], [-0.235, -2.647, 4.083], [-1.641, 2.546, 8.413], [-1.602, 1.433, 7.342], [-1.791, 0.144, 7.953], [-1.583, -0.881, 7.205], [-1.220, -0.938, 5.997], [-1.687, -1.965, 7.951], [-1.641, -3.306, 7.350], [-1.752, 3.527, 7.952], [-0.754, 2.452, 9.041], [-2.515, 2.447, 9.057], [-0.642, 1.611, 6.859], [-2.419, 1.558, 6.631], [-2.372, -3.429, 6.551], [-1.787, -4.106, 8.076], [-0.674, -3.513, 6.890], [-1.024, -5.224, -0.336], [0.234, -6.100, -0.005], [0.402, -7.124, -1.019], [1.419, -7.180, -1.817], [2.311, -6.298, -1.892], [1.277, -8.261, -2.592], [2.262, -8.592, -3.586], [-0.966, -4.705, -1.293], [-1.239, -4.465, 0.417], [-1.958, -5.762, -0.502], [0.027, -6.553, 0.965], [1.136, -5.512, 0.166], [3.097, -9.132, -3.141], [2.613, -7.680, -4.070], [1.836, -9.142, -4.425], [-2.787, 0.651, 2.624], [-2.789, 1.536, 3.898], [-3.006, 2.849, 3.484], [-2.850, 3.840, 4.328], [-2.423, 3.801, 5.479], [-3.320, 4.898, 3.697], [-3.368, 6.156, 4.389], [-1.923, 0.960, 2.035], [-3.678, 0.752, 2.004], [-2.773, -0.432, 2.742], [-1.824, 1.418, 4.390], [-3.645, 1.304, 4.530], [-4.282, 6.143, 4.984], [-3.293, 6.880, 3.578], [-2.582, 6.300, 5.130], [-5.133, -4.629, -1.998], [-4.058, -3.600, -1.695], [-4.342, -2.810, -0.496], [-4.200, -3.288, 0.808], [-3.994, -2.599, 1.789], [-4.267, -4.654, 0.827], [-4.316, -5.350, 2.042], [-5.023, -5.484, -1.331], [-5.090, -4.837, -3.067], [-6.125, -4.227, -1.791], [-4.037, -2.948, -2.569], [-3.053, -4.007, -1.590], [-4.232, -6.408, 1.794], [-5.205, -5.020, 2.579], [-3.424, -5.138, 2.632]],
  "total_charge": 1,
  "multiplicity": 2,
  "homo_energy_ev": [-11.9, -11.9],
  "mol_weight_g_mol": 1561.57
}

# 2
{
  "formula": "C11H19N5O9PtS",
  "method": "ωB97M-V/def2-TZVPD",
  "species": ["Pt", "O", "C", "C", "N", "C", "C", "O", "O", "C", "C", "O", "O", "H", "H", "H", "H", "H", "H", "H", "H", "H", "C", "C", "C", "C", "N", "C", "N", "N", "N", "H", "H", "H", "H", "H", "H", "H", "H", "H", "H", "O", "S", "O", "O", "O"],
  "positions_angstrom": [[0.359, 1.385, 0.105], [-2.487, -0.340, 1.815], [-2.108, -1.401, 2.666], [-0.979, -1.061, 3.628], [0.296, -0.719, 3.008], [1.027, -1.676, 2.401], [0.464, -1.845, -0.132], [1.010, -2.818, -0.512], [-0.268, -0.912, -0.323], [0.865, 0.577, 3.337], [-0.129, 1.699, 3.054], [-0.496, 2.436, 3.938], [-0.624, 1.792, 1.831], [-2.220, 0.499, 2.206], [-1.830, -2.241, 2.025], [-2.955, -1.724, 3.283], [-0.835, -1.911, 4.304], [-1.282, -0.212, 4.246], [0.772, -2.702, 2.643], [2.068, -1.448, 2.213], [1.782, 0.724, 2.770], [1.092, 0.624, 4.404], [-5.717, 2.682, -1.499], [-5.323, 3.731, -0.464], [-5.200, 3.117, 0.928], [-4.059, 4.484, -0.882], [-2.898, 3.605, -1.013], [-2.111, 3.101, -0.075], [-1.262, 2.303, -0.690], [-1.540, 2.328, -2.007], [-2.523, 3.111, -2.206], [-6.665, 2.219, -1.224], [-4.970, 1.889, -1.561], [-5.826, 3.119, -2.493], [-6.101, 4.501, -0.432], [-4.508, 2.271, 0.929], [-6.166, 2.735, 1.255], [-4.861, 3.846, 1.667], [-3.799, 5.257, -0.158], [-4.185, 4.947, -1.859], [-2.127, 3.291, 0.984], [1.529, 1.207, -1.575], [2.652, 1.652, -0.622], [3.973, 1.440, -1.078], [2.219, 0.740, 0.585], [2.253, 3.004, -0.187]],
  "total_charge": 0,
  "homo_energy_ev": -7.1,
  "mol_weight_g_mol": 592.44
}

# 3
{
  "formula": "C7H7IN2O2S",
  "method": "ωB97M-V/def2-TZVPD",
  "species": ["C", "O", "C", "O", "C", "C", "C", "N", "N", "C", "I", "C", "S", "H", "H", "H", "H", "H", "H", "H"],
  "positions_angstrom": [[3.438, -0.832, -0.718], [2.381, -0.712, 0.151], [1.171, -1.032, -0.297], [0.974, -1.473, -1.398], [0.106, -0.705, 0.762], [-0.135, 0.805, 0.865], [-1.227, 1.102, -0.125], [-2.082, 2.276, -0.058], [-3.292, 1.895, -0.125], [-3.471, 0.560, 0.055], [-5.287, -0.346, 0.060], [-2.117, -0.028, 0.044], [-1.435, -1.577, 0.411], [3.151, -1.619, -1.372], [4.289, -0.966, -0.050], [3.566, 0.101, -1.111], [0.564, -1.193, 1.657], [0.797, 1.296, 0.562], [-0.551, 1.265, 1.744], [-0.840, 1.180, -1.058]],
  "total_charge": 0,
  "homo_energy_ev": -8.3,
  "smiles": "COC(=O)[C@H]1C[C@@H]2N=NC(I)=C2S1",
  "mol_weight_g_mol": 310.12
}